Entry from OMol25: C24H46GaN2O8 as an isolated structure at a distorted geometry (ωB97M-V/def2-TZVPD).

XYZ file:
```
81
Properties=species:S:1:pos:R:3:forces:R:3
C 0.501132 4.508759 -2.281040 -0.48 0.34 0.10
C -0.682261 4.550290 -1.099823 2.03 -0.46 0.26
C -0.439586 3.217133 -0.176092 -0.43 0.34 0.99
N -1.332772 2.040001 -0.499991 0.95 1.30 -0.30
Ga -0.662854 0.370459 0.272618 -1.67 -0.65 -1.58
C -2.114036 -0.495466 1.480777 -1.37 -1.47 0.98
C -1.972292 -2.157142 1.593725 -3.77 -2.84 -0.72
O -2.981367 -2.979741 1.211154 5.89 4.63 1.96
C -0.638037 -2.905653 2.215569 3.33 -0.82 1.72
C 0.323307 -2.014031 3.212057 1.20 -2.72 -0.48
C 1.722741 -2.530500 3.907786 -2.88 -2.59 -2.74
C 2.179246 -4.088804 3.614649 -3.75 2.40 -1.43
C 1.207610 -5.004946 2.661475 -0.66 2.91 0.54
C -0.186458 -4.455392 1.928896 2.12 2.56 2.63
O 1.053660 0.511891 1.072319 0.30 3.77 5.81
C 1.051440 1.375466 2.263330 0.90 5.38 1.43
N 1.134814 2.382110 3.104595 -0.77 -8.96 -6.85
H 0.987200 3.440495 -2.355640 -1.21 2.01 -0.01
H 1.390722 5.243486 -1.983101 -2.09 -1.44 -0.85
H -0.019901 4.819475 -3.297271 1.54 -0.56 1.91
H -1.765001 4.597772 -1.545735 2.12 -0.08 0.97
H -0.401892 5.493752 -0.433878 -1.05 -1.87 -1.45
H 0.669230 2.852004 -0.274556 -1.62 1.28 0.31
H -0.643927 3.521351 0.956293 0.59 -0.71 -2.27
H -1.374900 2.003202 -1.541954 0.14 -0.34 1.11
H -0.484960 -0.643144 -0.991591 0.25 0.13 0.37
H -2.200714 0.020768 2.543085 0.33 -1.37 -1.89
H -3.166821 -0.299740 0.955616 2.30 -0.64 1.10
H -0.013394 -0.913874 3.450514 0.75 -2.40 -0.61
H 2.334941 -1.764514 4.581026 -1.44 -2.00 -1.65
H 3.183451 -4.444887 4.114358 -2.33 0.47 -1.35
H 1.533924 -6.130965 2.491308 -0.84 2.66 0.31
H -0.849942 -5.170423 1.247827 1.69 1.79 1.69
C -7.596076 -5.396829 -2.393858 -0.13 0.14 0.20
O -7.735835 -5.456442 -0.977543 0.27 -0.39 -0.28
C -7.232458 -6.679472 -0.432096 0.12 0.51 0.32
C -5.824923 -6.497905 0.145650 0.15 -0.19 -0.61
O -4.876546 -6.181343 -0.878083 -0.64 -0.12 0.26
C -4.597339 -4.786510 -0.944812 0.34 0.16 0.04
H -7.708310 -4.354739 -2.704976 -0.03 -0.12 0.13
H -6.619991 -5.755095 -2.728496 -0.01 -0.01 0.08
H -8.385377 -5.991803 -2.864035 0.02 -0.04 -0.12
H -7.251464 -7.477979 -1.184675 0.11 0.11 0.03
H -7.909330 -6.969827 0.378575 0.02 0.00 -0.01
H -5.505713 -7.444268 0.594925 -0.05 0.00 0.01
H -5.815819 -5.734388 0.933143 -0.08 -0.02 -0.15
H -3.904402 -4.513358 -0.145315 -0.11 0.15 -0.08
H -5.503204 -4.178446 -0.866281 0.03 -0.09 0.02
H -4.123626 -4.578334 -1.908605 -0.04 -0.14 0.11
C -1.249693 8.359049 -1.965409 0.07 -0.27 0.05
O 0.047857 7.851000 -2.260849 -0.04 0.66 -0.17
C 0.749346 8.665810 -3.204618 0.24 -0.34 0.50
C 1.744379 9.599871 -2.507946 -0.49 0.25 -0.21
O 1.072987 10.557857 -1.683838 0.12 -0.47 0.07
C 1.072513 10.184058 -0.309706 -0.11 0.14 -0.07
H -1.600353 7.886382 -1.044015 0.11 -0.05 -0.16
H -1.246658 9.441607 -1.820008 0.07 0.00 -0.04
H -1.936635 8.100611 -2.777428 -0.09 0.07 0.02
H 0.045930 9.231386 -3.828862 0.08 0.04 0.14
H 1.305542 7.987548 -3.860558 0.00 0.03 0.02
H 2.290411 10.163107 -3.272119 -0.01 -0.03 0.01
H 2.478356 9.031440 -1.923695 -0.17 -0.04 -0.04
H 2.046601 10.409363 0.131158 0.05 -0.06 0.12
H 0.844666 9.123507 -0.168932 0.03 0.07 -0.08
H 0.307739 10.773267 0.204679 0.12 -0.01 -0.15
C 7.800104 -3.637738 0.264842 -0.14 0.08 -0.26
O 6.592422 -3.830006 -0.465621 0.16 -0.24 0.48
C 5.828741 -4.935022 0.026754 -0.33 0.48 -0.14
C 4.693832 -4.467410 0.943940 0.40 -0.21 0.27
O 5.201703 -3.862945 2.137401 0.06 0.04 -0.49
C 5.196465 -2.440565 2.068308 -0.04 0.04 0.17
H 8.172572 -2.632271 0.051189 -0.10 -0.13 -0.06
H 7.650453 -3.729948 1.342887 -0.07 -0.02 -0.03
H 8.546418 -4.367337 -0.064938 0.09 -0.02 0.09
H 6.476705 -5.659340 0.536515 -0.06 0.13 0.05
H 5.391938 -5.434588 -0.844616 -0.01 0.02 0.05
H 4.109802 -5.341039 1.252205 -0.01 0.04 -0.05
H 4.017546 -3.781840 0.418758 0.14 -0.07 0.03
H 4.184668 -2.069184 2.248071 -0.03 0.10 -0.07
H 5.554654 -2.071352 1.102967 -0.04 -0.09 0.04
H 5.857098 -2.057732 2.851659 -0.08 -0.15 -0.04
```
Positions in Å, forces in eV/Å.

Calculated values
orbital gap: 6.96 eV
2S+1: 1
charge: -1
strongest force on any atom: 11.3 eV/A
HOMO level: -4.93 eV
LUMO level: 2.027 eV

Want to see where the charge sits? The Mulliken charges in e are:
1 C -0.708
2 C -0.170
3 C -0.465
4 N -0.387
5 Ga 0.054
6 C -0.581
7 C 0.252
8 O -0.581
9 C 0.308
10 C -0.171
11 C -0.481
12 C -0.274
13 C -0.411
14 C -0.354
15 O -0.275
16 C 0.496
17 N -0.605
18 H 0.345
19 H 0.103
20 H 0.173
21 H 0.277
22 H 0.032
23 H 0.199
24 H 0.197
25 H 0.218
26 H -0.276
27 H 0.339
28 H 0.309
29 H 0.230
30 H 0.317
31 H 0.251
32 H 0.286
33 H 0.299
34 C -0.746
35 O -0.379
36 C -0.472
37 C -0.435
38 O -0.408
39 C -0.514
40 H 0.254
41 H 0.324
42 H 0.321
43 H 0.300
44 H 0.360
45 H 0.389
46 H 0.272
47 H 0.191
48 H 0.306
49 H 0.280
50 C -0.944
51 O -0.119
52 C -0.523
53 C -0.531
54 O -0.385
55 C -0.656
56 H 0.246
57 H 0.437
58 H 0.293
59 H 0.339
60 H 0.353
61 H 0.386
62 H 0.301
63 H 0.325
64 H 0.242
65 H 0.244
66 C -0.704
67 O -0.373
68 C -0.664
69 C -0.224
70 O -0.374
71 C -0.612
72 H 0.248
73 H 0.291
74 H 0.323
75 H 0.341
76 H 0.383
77 H 0.270
78 H 0.321
79 H 0.164
80 H 0.344
81 H 0.269